1.
Entry from the OMol25 dataset: a structure of composition C21H29F12NNiO7S2Si2 at a distorted geometry (the ωB97M-V functional and the def2-TZVPD basis).

Geometry (Å):
Ni1 -0.1129 0.0694 1.0213
F1 -2.2840 -4.7026 3.1929
C1 -1.3035 -3.7607 3.3320
F2 -1.0294 -3.5579 4.6319
F3 -0.2151 -4.2611 2.7118
S1 -2.0363 -2.2704 2.3278
O1 -0.9797 -1.1513 2.4547
O2 -3.3167 -1.9580 2.8363
N1 -2.0770 -2.6227 0.8419
S2 -3.1464 -2.7066 -0.3145
O3 -2.5424 -1.8648 -1.3934
O4 -4.5266 -2.6025 -0.0032
C2 -2.9709 -4.3515 -1.0565
F4 -3.6815 -5.2586 -0.4022
F5 -3.4741 -4.3035 -2.3791
F6 -1.7046 -4.7927 -1.1122
C3 2.5758 -1.2789 -3.8366
C4 1.7611 -1.3682 -2.5019
O5 1.3826 0.0325 -2.3712
C5 2.6213 -1.7462 -1.2452
C6 3.9575 -1.9963 -1.2051
C7 4.7575 -1.9903 -0.0315
C8 4.1261 -1.7419 1.2031
C9 2.7701 -1.6579 1.2643
C10 1.9711 -1.6611 0.0877
O6 0.6706 -1.4784 0.1221
H1 1.9831 -0.7994 -4.6009
H2 2.9313 -2.2717 -4.1825
H3 3.4465 -0.6605 -3.6883
H4 4.4739 -2.1959 -2.1340
H5 5.8360 -2.1247 -0.0693
H6 4.7149 -1.7789 2.1341
H7 2.2352 -1.4212 2.2078
C11 2.6995 3.1397 2.1209
C12 1.5602 2.2535 2.7176
O7 1.0506 1.3448 1.8262
C13 2.2202 1.4979 3.9830
F7 3.4215 0.9748 3.5965
F8 2.4066 2.2548 5.1486
F9 1.4777 0.4502 4.4604
C14 0.4043 3.1279 3.2835
F10 -0.5071 2.4273 3.9791
F11 0.8477 4.1633 4.0936
F12 -0.2414 3.7581 2.2481
H8 3.4679 2.4652 1.7189
H9 3.1362 3.7812 2.9060
H10 2.1950 3.7840 1.3968
C15 0.7689 2.6045 -3.0772
Si1 0.0355 1.0216 -2.3624
C16 -1.2811 0.5353 -3.5587
C17 0.5482 -2.2066 -2.7245
C18 -0.5705 1.4182 -0.5471
Si2 -2.2882 2.0956 -0.1926
C19 -2.4781 4.0075 -0.4500
C20 -3.6797 1.3632 -1.1876
C21 -2.7669 1.9801 1.6257
H11 1.6174 2.3389 -3.7047
H12 1.2038 3.1836 -2.2609
H13 0.0101 3.1721 -3.6281
H14 -0.8786 0.3920 -4.5606
H15 -2.0417 1.3082 -3.6734
H16 -1.6682 -0.3713 -3.1355
H17 0.7712 -3.2716 -2.5382
H18 0.0974 -2.0813 -3.7243
H19 -0.2646 -1.9493 -2.0339
H20 0.1268 2.1476 -0.1315
H21 -2.8118 4.3167 -1.4822
H22 -1.6001 4.6295 -0.2056
H23 -3.2402 4.3556 0.2830
H24 -3.5925 1.7215 -2.2237
H25 -4.5552 1.8808 -0.8146
H26 -3.8001 0.2748 -1.0785
H27 -2.3572 1.1351 2.1816
H28 -3.8761 1.9866 1.6915
H29 -2.3813 2.8234 2.1925

Its total charge is -2. As for the molecular weight: 814.44 g/mol. The value obtained for the LUMO energy (spin up / spin down) is 0.168 / 0.168 Eh. The expectation value of S² is 2.006. The multiplicity is 3. The value obtained for the orbital gap (spin up / spin down) is 0.2294 / 0.2424 hartree. The calculation puts the energy above the lowest of the compared OMol25 structures with the same formula, charge and spin at 0.0000 eV.

Results of the Löwdin charge analysis, in e, for atoms 1 through 8:
1 Ni 0.65
2 F 0.08
3 C -0.57
4 F 0.14
5 F 0.12
6 S 0.66
7 O -0.37
8 O -0.27


2.
Entry from the OMol25 dataset: the molecule C3H3NO at a distorted geometry (the ωB97M-V functional and the def2-TZVPD basis).

Geometry (Å):
C1 1.1972 0.4528 0.5172
C2 0.2043 -0.3975 -0.1557
C3 -1.2506 -0.1440 -0.3144
N1 2.1756 0.3968 -0.2210
O1 -1.8635 0.7545 0.2128
H1 0.8617 1.1220 1.4743
H2 0.5245 -1.1545 -0.6880
H3 -1.8492 -1.0300 -0.8251

Its total charge is 0. As for the molecular weight: 69.06 g/mol. The value obtained for the LUMO energy (spin up / spin down) is -0.068 / -0.037 Eh. The value obtained for the orbital gap (spin up / spin down) is 0.2905 / 0.3163 hartree. The calculation puts the energy above the lowest of the compared OMol25 structures with the same formula, charge and spin at 3.9776 eV.

natural (NBO) analysis output, partial charges in e:
1 C -0.08
2 C -0.15
3 C 0.32
4 N -0.15
5 O -0.50
6 H 0.24
7 H 0.19
8 H 0.12


3.
Entry from the OMol25 dataset: a cluster of 2 separate species, C7H14N3 in total at a distorted geometry (the ωB97M-V functional and the def2-TZVPD basis).

Geometry (Å):
C1 4.7272 -0.0846 -0.1929
C2 -1.7342 0.1863 0.1666
C3 -1.0890 -0.5472 -1.0207
C4 -0.8616 1.3800 0.5786
C5 0.3125 -1.0664 -0.5389
C6 0.6675 1.1484 0.4923
C7 0.2938 -1.9084 0.6696
N1 3.7538 0.5027 -0.1749
N2 1.0797 0.1326 -0.1715
N3 -1.0692 2.5341 -0.3104
H1 5.7725 -0.3714 -0.4295
H2 -2.5751 0.6210 -0.1458
H3 -1.8012 -0.4935 1.0791
H4 -1.6921 -1.4354 -1.2334
H5 -0.9271 0.1080 -1.9474
H6 -1.2098 1.7339 1.5874
H7 0.9052 -1.7171 -1.2933
H8 1.2851 1.9542 0.8366
H9 -0.1910 -2.8900 0.5220
H10 -0.2455 -1.4318 1.4903
H11 1.2735 -2.2025 1.0892
H12 2.1436 0.2205 -0.2517
H13 -0.4468 2.4465 -1.1186
H14 -0.6627 3.1898 0.2612

Its total charge is +1. As for the molecular weight: 140.21 g/mol. The value obtained for the LUMO energy is -0.136 Eh. The value obtained for the orbital gap is 0.3750 hartree. The calculation puts the energy above the lowest of the compared OMol25 structures with the same formula, charge and spin at 2.7062 eV.

Results of the natural (NBO) charge analysis, in e, for atoms 1 through 8:
1 C 0.22
2 C -0.41
3 C -0.41
4 C -0.13
5 C -0.07
6 C 0.25
7 C -0.63
8 N -0.41


4.
Entry from the OMol25 dataset: a structure of composition C5H8N2O at a distorted geometry (the ωB97M-V functional and the def2-TZVPD basis).

Geometry (Å):
C1 2.4284 -0.7187 -0.4288
C2 0.5153 1.2307 -0.0445
C3 -1.0623 1.1754 0.2095
C4 -0.7032 -0.3952 0.4586
C5 -1.9586 -1.3217 0.1261
H1 2.3828 0.4660 -0.9982
H2 3.2461 -1.3909 -0.3689
H3 0.9703 1.4157 0.9065
H4 0.8190 1.9574 -0.8511
H5 -1.6493 2.0745 0.8501
H6 -1.3424 0.8394 -1.0918
H7 -0.6397 -0.8274 1.5912
H8 -1.8065 -2.5972 0.5958
N1 1.2850 -1.1665 0.1303
N2 0.3418 -0.2703 -0.3203
O1 -2.8267 -0.4712 -0.7646

Its total charge is 0. As for the molecular weight: 112.13 g/mol. The value obtained for the LUMO energy is -0.021 Eh. The value obtained for the orbital gap is 0.3059 hartree. The calculation puts the energy above the lowest of the compared OMol25 structures with the same formula, charge and spin at 11.2490 eV.

Results of the natural (NBO) charge analysis, in e, for atoms 1 through 8:
1 C -0.12
2 C -0.28
3 C -0.43
4 C -0.13
5 C 0.37
6 H 0.18
7 H 0.19
8 H 0.20


5.
Entry from the OMol25 dataset: a cluster of 2 separate species, C3H11N3O in total at a distorted geometry (the ωB97M-V functional and the def2-TZVPD basis).

Geometry (Å):
C1 0.8539 -0.7726 -2.0176
C2 1.0759 0.4394 -1.0886
N1 -0.0627 0.6127 -0.1459
C3 0.0500 0.2269 1.2055
N2 0.5111 1.2929 1.9737
N3 -0.2720 -0.9162 1.6079
H1 0.7996 -0.5620 -3.0826
H2 1.6540 -1.4952 -1.8631
H3 -0.0237 -1.3525 -1.7217
H4 0.9552 1.3465 -1.6637
H5 2.0710 0.3422 -0.6802
H6 -0.8810 0.2298 -0.5930
H7 0.7366 2.1549 1.5000
H8 1.3296 1.1326 2.5362
H9 -0.2397 -1.1139 2.6016
H10 -2.5484 -0.8176 -0.2518
H11 -2.8670 -0.2646 1.2728
O1 -3.1425 -0.4833 0.4104

Its total charge is 0. As for the molecular weight: 105.14 g/mol. As for the SMILES: [H]/N=C(\N)NCC.O. The value obtained for the LUMO energy is 0.031 Eh. The value obtained for the orbital gap is 0.3672 hartree. The calculation puts the energy above the lowest of the compared OMol25 structures with the same formula, charge and spin at 1.6492 eV.

Results of the natural (NBO) charge analysis, in e, for atoms 1 through 8:
1 C -0.63
2 C -0.22
3 N -0.67
4 C 0.58
5 N -0.84
6 N -0.74
7 H 0.21
8 H 0.21


6.
Entry from the OMol25 dataset: a cluster of 2 separate species, C4H12ClNSi in total at a distorted geometry (the ωB97M-V functional and the def2-TZVPD basis).

Geometry (Å):
C1 0.8080 2.1021 -0.8494
C2 1.0412 1.3744 1.5919
C3 -1.3325 -2.9023 -0.2354
C4 0.2795 1.1394 0.2520
N1 -0.6259 -1.8374 0.4460
Si1 0.2803 -0.6315 -0.2893
Cl1 -2.0418 -0.1716 -2.3724
H1 0.4299 1.7824 -1.7775
H2 0.5953 3.1448 -0.5113
H3 1.7906 2.1728 -0.9271
H4 0.3175 1.5117 2.4158
H5 1.8335 2.1404 1.4516
H6 1.7060 0.4006 1.8052
H7 -2.0040 -2.3633 -0.8953
H8 -0.5111 -3.1907 -0.9147
H9 -1.7460 -3.6011 0.4975
H10 -0.8047 1.3360 0.5328
H11 -1.1972 -1.4691 1.1863
H12 1.1815 -0.9375 -1.4065

Its total charge is 0. As for the molecular weight: 137.69 g/mol. The value obtained for the LUMO energy is -0.020 Eh. The value obtained for the orbital gap is 0.2930 hartree. The calculation puts the energy above the lowest of the compared OMol25 structures with the same formula, charge and spin at 3.8443 eV.

Results of the natural (NBO) charge analysis, in e, for atoms 1 through 8:
1 C -0.59
2 C -0.60
3 C -0.42
4 C -0.75
5 N -1.06
6 Si 1.76
7 Cl -0.80
8 H 0.24


7.
Entry from the OMol25 dataset: the molecule C7H10 at a distorted geometry (the ωB97M-V functional and the def2-TZVPD basis).

Geometry (Å):
C1 0.0366 1.4219 0.2349
C2 1.1369 0.5141 -0.4142
C3 1.8735 -0.6062 0.3453
C4 0.6508 -0.9409 -0.5053
C5 -0.5689 -0.7774 0.2852
C6 -2.1089 -0.5583 0.0274
C7 -1.2080 0.5857 -0.2740
H1 0.1748 2.4169 -0.1539
H2 0.1405 1.5275 1.3867
H3 1.6420 0.8957 -1.2587
H4 2.9042 -0.7956 0.1579
H5 1.5864 -0.7116 1.3914
H6 0.6454 -1.4735 -1.4371
H7 -0.3973 -0.5839 1.3696
H8 -2.7577 -0.6475 0.9346
H9 -2.6058 -0.8133 -0.7650
H10 -1.1445 0.5466 -1.3248

Its total charge is 0. As for the molecular weight: 94.16 g/mol. As for the SMILES: C1[C@@H]2C[C@H]2[C@@H]2C[C@H]12. The value obtained for the LUMO energy is 0.045 Eh. The value obtained for the orbital gap is 0.3340 hartree. The calculation puts the energy above the lowest of the compared OMol25 structures with the same formula, charge and spin at 5.0493 eV.

Results of the natural (NBO) charge analysis, in e, for atoms 1 through 8:
1 C -0.39
2 C -0.24
3 C -0.40
4 C -0.26
5 C -0.22
6 C -0.33
7 C -0.25
8 H 0.21


8.
Entry from the OMol25 dataset: a structure of composition C5H8N2 (the ωB97M-V functional and the def2-TZVPD basis).

Geometry (Å):
C1 0.9665 -0.8801 1.5424
N1 1.1246 0.3695 0.8900
C2 0.0262 1.2081 1.2483
N2 -0.9072 1.1726 0.3911
C3 -0.4178 0.2060 -0.5862
C4 -1.2325 0.0268 -1.8324
C5 0.9993 0.1898 -0.4638
H1 1.4790 -1.7027 1.0459
H2 1.0874 -0.8607 2.6271
H3 -0.4491 -0.8548 0.2926
H4 0.0095 1.7207 2.2036
H5 -2.2861 -0.0764 -1.5616
H6 -1.1320 0.8920 -2.4943
H7 -0.9181 -0.8682 -2.3761
H8 1.6505 -0.5427 -0.9266

Its total charge is 0. As for the molecular weight: 96.13 g/mol. The value obtained for the LUMO energy (spin up / spin down) is 0.005 / 0.005 Eh. The value obtained for the orbital gap (spin up / spin down) is 0.2956 / 0.2956 hartree. The calculation puts the energy above the lowest of the compared OMol25 structures with the same formula, charge and spin at 4.8605 eV.

Results of the natural (NBO) charge analysis, in e, for atoms 1 through 8:
1 C -0.36
2 N -0.37
3 C 0.25
4 N -0.39
5 C -0.08
6 C -0.63
7 C -0.06
8 H 0.19